62
Properties=species:S:1:pos:R:3:forces:R:3:nbo_charge:R:1 method="wB97M-V/def2-TZVPD" orbital_gap_ev="6.62 / 7.42" e_tot_ha=-4883.29932 e_homo_ev="-8.9 / -9.8" s2=2.0040 multiplicity=3 charge=+1 de_lowest_kj_mol=111.2
Ti -0.00929 0.34985 -0.55109 2.625 -0.347 3.476 0.8323
N 1.58352 0.72033 -1.86559 1.090 0.279 -1.142 -0.8940
C 1.04364 1.15973 -3.17037 -0.266 0.209 -0.177 -0.2304
C -0.36040 1.72709 -2.94289 0.162 0.039 -0.290 -0.2315
N -1.18611 0.81521 -2.12468 -1.258 0.648 -1.644 -0.5060
C -2.32632 1.52816 -1.50680 -0.366 -0.059 0.033 -0.2303
C -2.89783 0.72638 -0.33329 -0.158 0.273 -0.317 -0.2289
N -1.77944 0.35071 0.55266 -1.400 0.003 0.755 -0.9105
C -1.62108 -0.39459 -2.86627 0.137 -0.245 -0.179 -0.2405
C -0.66265 -1.57653 -2.65527 -0.266 -0.007 -0.255 -0.2254
N -0.22377 -1.58542 -1.25538 -0.278 -1.212 -0.871 -0.8917
H 1.92868 1.53086 -1.34058 0.102 -0.174 -0.100 0.4338
H 2.36572 0.08637 -1.98842 0.092 0.092 -0.070 0.3909
H 1.01535 0.31272 -3.85349 0.029 -0.023 0.021 0.1992
H 1.66069 1.92780 -3.64149 -0.008 0.000 0.024 0.2263
H -0.83891 1.95107 -3.90431 0.012 0.003 0.016 0.2135
H -0.25698 2.66047 -2.38763 -0.104 -0.003 -0.038 0.2347
H -3.10686 1.76715 -2.23948 -0.013 -0.029 0.042 0.2165
H -1.94078 2.46626 -1.10441 0.049 0.083 -0.079 0.2393
H -3.40269 -0.18078 -0.66716 0.006 0.008 0.010 0.1997
H -3.63570 1.34863 0.17663 -0.040 -0.056 0.006 0.2270
H -2.04724 -0.41253 1.16557 -0.056 0.054 0.106 0.3959
H -1.53534 1.16056 1.13607 -0.086 -0.072 0.082 0.4409
H -1.71753 -0.18137 -3.93514 -0.087 0.027 0.027 0.2215
H -2.60359 -0.68986 -2.50164 -0.041 0.069 -0.022 0.2138
H 0.21536 -1.48684 -3.29143 0.022 -0.009 0.040 0.2011
H -1.16523 -2.50606 -2.93634 0.010 0.053 -0.080 0.2130
H 0.62727 -2.12669 -1.12370 -0.095 -0.210 0.141 0.4210
H -0.91623 -2.01491 -0.64763 0.053 -0.226 0.115 0.4081
C 3.02405 -1.51259 1.47592 -0.357 -0.069 -0.129 -0.5239
C 3.16673 -3.03848 1.45003 -0.259 -0.016 -0.196 -0.5259
S 2.13400 -3.91691 0.22332 -0.016 -0.048 0.142 0.1638
C 1.22568 -5.10788 1.27722 0.087 0.224 -0.268 -0.5259
C -0.28665 -4.94098 1.36955 -0.034 0.267 0.151 -0.5221
S -0.95593 -3.29764 1.79719 0.049 0.049 -0.089 0.1624
C 0.10833 -2.70556 3.15083 -0.107 -0.050 -0.256 -0.5362
C 0.59757 -1.26451 2.95910 0.108 -0.150 -0.361 -0.5223
S 1.34672 -0.82438 1.35938 0.190 -0.397 0.633 0.2810
H 3.53912 -1.06053 0.62790 0.089 0.005 0.048 0.2298
H 3.47031 -1.13056 2.39428 0.127 0.080 -0.074 0.2402
H 2.92396 -3.46113 2.42216 0.088 0.030 0.030 0.2170
H 4.20173 -3.29174 1.22439 0.045 0.052 0.114 0.2419
H 1.69272 -5.08081 2.25898 -0.005 -0.078 0.018 0.2197
H 1.42569 -6.09236 0.85501 -0.016 -0.048 0.091 0.2469
H -0.66835 -5.65858 2.09614 0.008 -0.085 -0.066 0.2341
H -0.75382 -5.15799 0.40824 -0.007 -0.029 0.022 0.2330
H 0.93879 -3.40034 3.24276 0.036 0.073 0.049 0.2179
H -0.47287 -2.76092 4.07089 0.097 0.029 0.069 0.2397
H 1.33293 -1.02643 3.72803 -0.105 0.092 0.106 0.2410
H -0.23302 -0.56316 3.04975 0.022 0.014 0.121 0.2276
C -1.18129 4.50983 3.08717 -0.053 -0.093 -0.207 -0.7235
S -1.97488 3.99218 1.53756 -0.030 0.051 -0.078 0.2313
C -0.74881 4.45667 0.36226 0.070 -0.267 -0.061 -0.4715
C 0.33840 3.70098 0.07444 -0.181 0.742 -0.071 -0.3571
S 0.82036 2.21341 0.82306 0.289 0.520 0.270 -0.2718
S 1.41002 4.40133 -1.13845 -0.230 0.046 0.295 0.4107
C 0.49242 5.85388 -1.47719 -0.034 -0.009 0.021 -0.5791
S 0.97113 6.97064 -2.55627 -0.009 0.028 -0.086 0.0135
S -0.95282 5.96515 -0.51635 0.202 -0.189 -0.007 0.4733
H -1.82449 4.15310 3.88963 0.029 0.037 0.034 0.2331
H -1.11501 5.59346 3.11807 0.037 0.008 0.052 0.2303
H -0.19899 4.04909 3.15855 0.003 0.011 0.052 0.2317

***

128
Properties=species:S:1:pos:R:3:forces:R:3:mulliken_charge:R:1 method="wB97M-V/def2-TZVPD" orbital_gap_ev=5.02 e_tot_ha=-3687.29757 e_homo_ev=-3.3 charge=-1 de_lowest_kj_mol=15.3
Cs 0.02916 0.16841 0.40404 0.182 -0.114 0.356 1.1551
C 2.03106 -0.95416 -4.30584 0.044 -0.014 -0.011 -1.0784
N 1.20371 -2.08171 -3.91239 -0.062 -0.079 -0.010 0.6698
C 0.83113 -3.00628 -4.95697 0.006 0.033 0.004 -1.1742
C 0.66575 -2.10067 -2.66634 -0.015 0.149 0.055 0.1895
O 0.96964 -1.28352 -1.82115 0.145 -0.083 -0.172 -0.0091
C -0.35917 -3.17274 -2.33752 -0.005 -0.004 0.001 -2.2475
O -0.85952 -2.89250 -1.05572 -0.065 0.059 -0.086 0.5733
C -1.69343 -3.91899 -0.62004 0.026 0.032 0.031 -1.6486
C -2.15395 -3.61830 0.79778 -0.053 -0.120 0.040 0.5054
O -1.79003 -2.62605 1.40336 0.107 0.069 -0.147 -0.7176
N -3.01428 -4.51804 1.35112 0.001 0.024 0.025 0.2732
C -3.36197 -5.79547 0.76879 0.005 0.007 0.001 -1.0321
C -3.43712 -4.32790 2.72502 0.008 0.001 -0.020 -1.0582
H 1.57018 -0.43280 -5.14979 0.002 0.014 -0.005 0.4777
H 3.02235 -1.29794 -4.61507 -0.002 0.000 -0.005 0.3320
H 2.13356 -0.25606 -3.47541 -0.015 -0.009 -0.016 0.0114
H 0.11499 -2.55796 -5.65522 -0.005 -0.002 0.001 0.2812
H 0.39593 -3.91136 -4.54283 -0.007 -0.021 -0.005 0.3724
H 1.72129 -3.29332 -5.52154 -0.007 0.004 -0.001 0.3805
H 0.12124 -4.16102 -2.34871 0.015 0.011 -0.003 0.5894
H -1.17060 -3.15172 -3.07895 0.002 -0.013 -0.002 0.6255
H -1.14939 -4.87423 -0.62219 -0.008 0.006 0.002 0.5703
H -2.57475 -4.01349 -1.27398 0.010 -0.012 -0.004 0.5457
H -3.04872 -5.86376 -0.26717 -0.007 0.005 -0.003 0.3407
H -4.44510 -5.93516 0.80590 0.003 -0.006 0.001 0.3315
H -2.89229 -6.61415 1.32276 0.006 -0.008 -0.008 0.3208
H -3.27199 -3.29385 3.00914 -0.014 0.003 0.000 0.1945
H -2.87203 -4.97622 3.40158 -0.005 0.002 0.007 0.3442
H -4.49842 -4.56789 2.81287 0.003 0.004 0.009 0.3525
C -5.42275 4.31971 -3.44194 -0.004 0.001 0.019 -1.6444
C -6.11793 3.97674 -2.15407 0.000 0.025 -0.044 0.9320
C -7.44667 4.31925 -1.94411 0.018 -0.001 -0.001 -0.6292
C -8.09995 4.01206 -0.75983 -0.003 -0.018 0.028 -0.6776
C -7.41101 3.32795 0.23005 -0.019 0.020 -0.018 -1.0863
C -6.08832 2.96110 0.04173 0.052 0.015 -0.001 0.0010
C -5.42431 3.29604 -1.14129 -0.032 -0.073 0.004 0.1058
N -4.09059 2.94493 -1.38579 -0.083 0.053 0.025 -0.0062
C -3.15031 2.46213 -0.45530 -0.005 -0.105 0.035 -0.4455
N -3.17479 3.14223 0.71360 0.026 0.077 -0.024 0.0593
C -2.61228 2.85408 2.00661 0.049 -0.135 0.092 0.0155
C -1.93937 1.65429 2.24210 -0.115 -0.059 -0.059 -0.8141
C -1.43401 1.55249 3.54212 -0.071 0.069 0.096 0.3735
C -1.60363 2.51197 4.53853 0.064 -0.082 0.013 -0.9027
C -2.31404 3.66324 4.24194 -0.005 0.048 0.032 -0.8781
C -2.82750 3.85822 2.96568 -0.070 0.093 -0.122 1.2186
C -3.57635 5.13166 2.65018 0.022 -0.014 0.017 -1.4897
N -2.32564 1.53176 -0.77341 -0.142 0.245 -0.094 0.3705
C -2.51161 0.79230 -1.94506 0.128 -0.100 0.037 -0.6156
C -1.57064 0.88926 -2.97429 0.029 -0.027 0.052 -0.2584
C -1.66370 0.08553 -4.10190 0.009 0.016 -0.004 -0.3430
C -2.68817 -0.84321 -4.21014 0.008 -0.012 0.022 -1.1317
C -3.60215 -0.97089 -3.16938 0.017 0.026 -0.029 -0.8031
C -3.53158 -0.17565 -2.03269 -0.044 -0.065 0.021 1.5431
C -4.48465 -0.36756 -0.88518 0.012 0.004 -0.025 -1.6910
H -6.06571 4.92855 -4.07591 0.001 -0.001 -0.002 0.4081
H -5.15469 3.42273 -4.00921 0.002 0.000 -0.008 0.3100
H -4.49783 4.86956 -3.25472 0.003 0.002 -0.007 0.3671
H -7.97538 4.84846 -2.72905 0.002 0.002 -0.003 0.3386
H -9.13334 4.29853 -0.61486 -0.002 0.001 -0.002 0.3888
H -7.90492 3.06420 1.15676 0.004 -0.001 0.003 0.4006
H -5.56501 2.40979 0.81068 0.010 0.002 0.017 0.6023
H -3.86548 2.71017 -2.33905 0.006 -0.012 -0.010 0.3933
H -3.70390 3.99554 0.66018 -0.018 -0.023 -0.023 0.1641
H -0.84485 0.66942 3.80601 -0.059 0.114 0.050 -0.2932
H -1.18454 2.37455 5.53178 0.007 -0.011 -0.004 0.3859
H -2.46597 4.42916 4.99588 0.002 0.003 0.000 0.2658
H -3.63358 5.76609 3.53493 -0.003 0.007 -0.006 0.3597
H -4.60399 4.94118 2.32070 -0.003 0.001 0.002 0.2712
H -3.08118 5.71040 1.86348 -0.003 0.008 0.000 0.3623
H -0.74058 1.57708 -2.85149 -0.023 0.032 -0.033 0.5894
H -0.92428 0.18136 -4.88856 0.003 0.011 0.003 0.5055
H -2.77127 -1.47443 -5.08712 0.005 0.000 -0.003 0.4150
H -4.38776 -1.71704 -3.23627 -0.006 0.003 0.009 0.4228
H -5.01829 -1.31390 -0.98531 -0.003 -0.005 0.007 0.5009
H -5.22928 0.43178 -0.83999 0.008 -0.012 0.001 0.2434
H -3.94249 -0.35634 0.06352 0.000 -0.004 0.010 0.2369
C 4.38720 -0.05606 6.81430 -0.002 0.007 -0.003 -1.2401
C 3.96698 0.57091 5.48549 0.002 0.008 0.016 -0.0943
C 2.92448 -0.22787 4.77593 -0.069 -0.015 -0.010 0.4155
N 3.15182 -0.90258 3.70575 0.047 -0.016 0.004 -0.5279
N 2.04565 -1.54216 3.21285 -0.103 -0.157 -0.063 -0.2483
C 0.98441 -1.35425 3.93835 0.037 0.144 0.135 0.1959
N -0.23449 -1.92004 3.70469 0.047 -0.005 -0.043 -0.4146
S 1.27382 -0.33858 5.31941 0.063 -0.010 -0.023 -0.1181
H 5.15984 0.54382 7.29594 0.002 0.000 0.001 0.3998
H 4.78020 -1.06033 6.65397 0.000 -0.004 0.007 0.3244
H 3.54109 -0.13018 7.49934 0.002 -0.005 0.006 0.3156
H 4.81694 0.63647 4.80539 0.008 0.006 0.011 -0.0218
H 3.59799 1.58619 5.64869 0.006 0.003 -0.017 0.3676
H -0.31992 -2.38822 2.80882 -0.017 0.023 -0.011 0.3646
H -1.02714 -1.31481 3.87298 -0.017 -0.027 0.000 0.3548
S 1.73035 -4.93763 0.06673 0.004 -0.018 0.016 -0.4726
C 2.81834 -3.65988 -0.22928 -0.013 0.035 0.025 0.0563
N 3.47847 -3.60684 -1.40357 -0.011 -0.036 -0.011 -0.0027
C 4.47284 -2.59965 -1.74294 0.021 -0.012 -0.011 -0.9536
C 4.16031 -1.31252 -1.00525 -0.080 -0.048 -0.013 1.4866
C 4.00884 -1.60445 0.47006 -0.052 -0.171 0.069 0.1267
N 3.06152 -2.70444 0.66120 0.021 -0.067 0.009 0.2481
H 3.32014 -4.39519 -2.00536 -0.008 0.004 -0.004 0.2623
H 4.44296 -2.43864 -2.82230 -0.004 -0.010 0.001 0.4267
H 5.47818 -2.95609 -1.48700 -0.002 0.006 0.001 0.3661
H 3.22638 -0.89420 -1.38156 0.055 0.106 -0.039 -0.4458
H 4.95828 -0.59231 -1.15384 0.043 0.090 -0.050 -0.6425
H 3.63242 -0.74423 1.02137 0.006 -0.060 -0.080 -0.3609
H 4.97744 -1.86175 0.91230 -0.016 -0.041 0.029 0.0457
H 2.54497 -2.72760 1.53218 -0.028 0.051 -0.011 0.2053
C 8.32880 0.48064 0.47820 -0.026 0.020 -0.006 -1.6819
C 6.99922 1.01764 0.01511 0.018 -0.007 0.038 0.7651
C 5.94857 1.21300 0.89920 0.017 0.031 0.007 -0.9922
C 4.71010 1.69997 0.48466 0.015 -0.001 -0.045 1.2478
C 3.63258 1.87789 1.51837 0.036 0.089 0.011 -1.4953
C 4.48356 1.98660 -0.87570 -0.009 -0.086 0.073 -0.5975
Te 2.54788 2.50449 -1.56077 -0.081 0.092 -0.097 -0.1440
C 5.55945 1.82705 -1.77074 0.003 -0.028 -0.021 1.2685
C 5.40878 2.10696 -3.24070 0.009 -0.038 -0.003 -1.5731
C 6.78509 1.34954 -1.31603 0.003 0.040 -0.008 -0.7787
H 8.30301 0.24109 1.54191 0.004 -0.003 0.002 0.3562
H 9.12904 1.20735 0.31759 0.008 -0.005 0.006 0.3715
H 8.60162 -0.42834 -0.06312 0.010 -0.006 -0.001 0.3297
H 6.09152 0.97143 1.94930 -0.013 0.000 0.007 0.2481
H 4.01556 1.66385 2.51832 -0.015 -0.019 -0.019 0.1419
H 2.78092 1.22031 1.32376 0.041 0.028 0.020 0.1144
H 3.23423 2.89376 1.48939 -0.020 -0.005 -0.009 0.4647
H 4.78412 2.98323 -3.40600 0.025 0.043 -0.021 0.3669
H 4.90275 1.27684 -3.74596 -0.027 0.028 0.035 0.1182
H 6.38626 2.24876 -3.70742 -0.001 -0.009 -0.009 0.4364
H 7.59563 1.22343 -2.03004 -0.004 0.004 -0.007 0.3030